Entry 1:
{
  "formula": "C20H15FN4O5",
  "method": "wB97M-V/def2-TZVPD",
  "lumo_ev": -0.34,
  "homo_ha": -0.30981,
  "multiplicity": 1,
  "smiles": "COc1cc(/C=N\\NC(=O)c2ccccc2F)ccc1Oc1ccc([N+](=O)[O-])cn1",
  "species": ["C", "O", "C", "C", "C", "C", "N", "N", "C", "O", "C", "C", "C", "C", "C", "C", "F", "C", "C", "C", "O", "C", "C", "C", "C", "N", "O", "O", "C", "N", "H", "H", "H", "H", "H", "H", "H", "H", "H", "H", "H", "H", "H", "H", "H"],
  "coordinates": [[1.172, -0.652, -2.270], [-0.149, -0.187, -2.427], [-1.121, -0.716, -1.643], [-0.970, -1.813, -0.811], [-2.058, -2.334, -0.110], [-1.921, -3.530, 0.721], [-0.999, -3.935, 1.494], [0.102, -3.198, 1.830], [0.149, -1.858, 2.116], [-0.744, -1.076, 1.893], [1.439, -1.479, 2.781], [1.827, -2.059, 3.985], [2.983, -1.650, 4.626], [3.773, -0.656, 4.071], [3.412, -0.070, 2.871], [2.250, -0.484, 2.247], [1.925, 0.065, 1.062], [-3.317, -1.760, -0.263], [-3.470, -0.635, -1.050], [-2.386, -0.109, -1.728], [-2.591, 0.984, -2.559], [-1.795, 2.041, -2.423], [-1.853, 3.037, -3.417], [-1.033, 4.129, -3.287], [-0.189, 4.201, -2.173], [0.693, 5.315, -2.009], [1.452, 5.302, -1.061], [0.631, 6.210, -2.829], [-0.226, 3.178, -1.230], [-1.011, 2.134, -1.355], [1.777, -0.043, -2.939], [1.516, -0.514, -1.243], [1.263, -1.704, -2.559], [-0.008, -2.292, -0.717], [-2.753, -4.226, 0.672], [0.813, -3.786, 2.249], [1.202, -2.818, 4.433], [3.265, -2.105, 5.562], [4.674, -0.336, 4.573], [4.011, 0.702, 2.415], [-4.162, -2.169, 0.267], [-4.429, -0.152, -1.150], [-2.523, 2.914, -4.252], [-1.016, 4.923, -4.018], [0.398, 3.210, -0.347]]
}

---

Entry 2:
{
  "formula": "C20H15N4PdS6",
  "method": "wB97M-V/def2-TZVPD",
  "de_lowest_kcal_mol": 14.9,
  "lumo_ev": [2.27, 0.07],
  "charge": -1,
  "homo_ha": [-0.16087, -0.17061],
  "multiplicity": 5,
  "species": ["Pd", "S", "C", "C", "C", "C", "C", "C", "S", "H", "H", "H", "H", "S", "C", "S", "S", "S", "C", "N", "N", "C", "C", "C", "C", "C", "C", "N", "N", "C", "C", "C", "C", "C", "C", "H", "H", "H", "H", "H", "H", "H", "H", "H", "H", "H"],
  "coordinates": [[-0.586, -1.392, -1.232], [-0.627, -3.048, 0.451], [0.014, -4.422, -0.382], [0.363, -5.551, 0.366], [0.803, -6.698, -0.252], [0.911, -6.750, -1.643], [0.596, -5.643, -2.396], [0.155, -4.464, -1.783], [-0.218, -3.111, -2.790], [0.270, -5.489, 1.441], [1.052, -7.564, 0.347], [1.238, -7.660, -2.127], [0.697, -5.653, -3.471], [-3.104, 0.445, -4.765], [-2.290, -0.342, -3.544], [-2.936, -1.753, -2.846], [-0.800, 0.261, -2.969], [1.974, -0.986, -0.752], [1.552, 0.161, 0.500], [2.548, 0.413, 1.328], [2.548, 1.469, 2.162], [2.554, 2.799, 1.839], [2.318, 3.279, 0.544], [2.481, 4.621, 0.266], [2.864, 5.514, 1.259], [3.048, 5.052, 2.556], [2.895, 3.715, 2.847], [0.352, 0.694, 0.653], [-0.711, 0.180, 0.098], [-1.894, 0.847, 0.229], [-1.971, 2.186, 0.657], [-3.197, 2.810, 0.752], [-4.366, 2.133, 0.431], [-4.299, 0.804, 0.031], [-3.087, 0.158, -0.057], [2.966, 1.233, 3.057], [2.037, 2.589, -0.236], [2.320, 4.972, -0.745], [3.022, 6.557, 1.024], [3.329, 5.737, 3.346], [3.059, 3.357, 3.855], [-1.060, 2.711, 0.902], [-3.253, 3.845, 1.065], [-5.328, 2.620, 0.513], [-5.201, 0.266, -0.217], [-3.038, -0.903, -0.312]]
}

---

Entry 3:
{
  "formula": "C20H15N5O2OsS4",
  "method": "wB97M-V/def2-TZVPD",
  "lumo_ev": [-6.91, -9.07],
  "charge": 2,
  "homo_ha": [-0.51749, -0.52502],
  "multiplicity": 5,
  "species": ["Os", "O", "N", "O", "C", "C", "C", "C", "C", "C", "N", "C", "C", "N", "C", "C", "C", "C", "H", "H", "H", "H", "H", "H", "H", "S", "C", "S", "S", "N", "C", "S", "N", "C", "C", "C", "C", "C", "C", "H", "H", "H", "H", "H", "H", "H", "H"],
  "coordinates": [[-0.440, 0.767, -0.302], [0.258, 4.558, 6.237], [0.925, 3.792, 5.588], [2.076, 3.475, 5.799], [0.257, 3.148, 4.430], [-1.077, 2.964, 4.536], [-1.796, 2.285, 3.504], [-3.177, 2.020, 3.567], [-3.779, 1.343, 2.536], [-3.010, 0.945, 1.439], [-1.713, 1.204, 1.351], [-1.099, 1.854, 2.373], [0.311, 2.080, 2.261], [0.904, 1.636, 1.121], [2.210, 1.795, 0.973], [2.990, 2.441, 1.932], [2.408, 2.912, 3.082], [1.023, 2.722, 3.286], [-1.595, 3.323, 5.415], [-3.747, 2.343, 4.428], [-4.834, 1.113, 2.552], [-3.459, 0.427, 0.601], [2.649, 1.414, 0.060], [4.049, 2.562, 1.758], [3.002, 3.408, 3.833], [0.018, -2.786, -3.034], [-0.171, -1.441, -2.071], [-1.629, -0.970, -1.310], [1.098, -0.338, -1.677], [0.576, 3.906, -2.854], [-0.428, 3.232, -2.309], [-0.838, 3.390, -0.676], [-1.010, 2.274, -3.044], [-2.377, 1.818, -3.103], [-2.628, 0.902, -4.123], [-3.889, 0.354, -4.275], [-4.912, 0.712, -3.408], [-4.663, 1.641, -2.412], [-3.402, 2.202, -2.244], [1.050, 4.595, -2.291], [0.686, 3.969, -3.856], [-0.526, 2.022, -3.898], [-1.839, 0.629, -4.814], [-4.076, -0.342, -5.080], [-5.899, 0.289, -3.525], [-5.465, 1.960, -1.759], [-3.245, 2.939, -1.479]]
}

---

Entry 4:
{
  "formula": "C20H15N5O5S2V",
  "method": "wB97M-V/def2-TZVPD",
  "de_lowest_kcal_mol": 9.2,
  "lumo_ev": [4.55, 4.54],
  "charge": -2,
  "homo_ha": [-0.02171, -0.10490],
  "multiplicity": 4,
  "species": ["V", "O", "C", "C", "N", "C", "C", "O", "O", "C", "C", "O", "O", "H", "H", "H", "H", "H", "H", "H", "H", "H", "S", "C", "C", "C", "C", "N", "C", "C", "C", "S", "C", "N", "H", "H", "N", "C", "C", "C", "C", "N", "C", "C", "H", "H", "H", "H"],
  "coordinates": [[0.082, -0.341, -0.057], [-3.627, -1.685, -0.345], [-3.298, -2.391, 0.822], [-2.662, -1.538, 1.913], [-1.203, -1.363, 1.857], [-0.506, -2.646, 1.933], [-0.174, -3.180, 0.529], [-0.102, -4.381, 0.326], [-0.026, -2.245, -0.343], [-0.821, -0.390, 2.881], [-0.894, 1.032, 2.311], [-1.256, 1.965, 3.010], [-0.582, 1.092, 1.063], [-2.836, -1.218, -0.674], [-4.243, -2.768, 1.223], [-2.677, -3.269, 0.606], [-3.126, -0.549, 1.892], [-2.904, -1.997, 2.887], [0.455, -2.506, 2.431], [-1.069, -3.403, 2.491], [-1.442, -0.463, 3.782], [0.224, -0.542, 3.154], [2.165, -0.702, 1.273], [3.149, 0.601, 0.692], [4.295, 0.966, 1.404], [5.146, 1.974, 0.970], [6.302, 2.299, 1.740], [7.231, 2.543, 2.375], [4.850, 2.655, -0.226], [3.711, 2.298, -0.941], [2.854, 1.287, -0.512], [1.463, 0.912, -1.501], [5.698, 3.693, -0.711], [6.383, 4.526, -1.116], [4.521, 0.443, 2.324], [3.480, 2.821, -1.860], [-4.014, 1.546, -5.994], [-3.457, 1.207, -5.030], [-2.793, 0.799, -3.868], [-2.046, -0.418, -3.807], [-1.439, -0.789, -2.650], [-1.499, -0.065, -1.481], [-2.171, 1.132, -1.555], [-2.811, 1.577, -2.668], [-1.963, -1.052, -4.680], [-0.880, -1.715, -2.586], [-2.159, 1.718, -0.645], [-3.330, 2.526, -2.639]]
}

---

Entry 5:
{
  "formula": "C20H16As2NO15S2Tc",
  "method": "wB97M-V/def2-TZVPD",
  "de_lowest_kcal_mol": 33.4,
  "lumo_ev": [2.06, 1.08],
  "charge": -1,
  "homo_ha": [-0.24752, -0.24748],
  "multiplicity": 4,
  "species": ["Tc", "O", "As", "O", "O", "C", "C", "C", "C", "C", "C", "S", "O", "O", "O", "H", "H", "H", "H", "H", "O", "As", "O", "O", "C", "C", "C", "C", "C", "C", "S", "O", "O", "O", "H", "H", "H", "H", "H", "N", "C", "H", "O", "C", "C", "C", "C", "C", "C", "C", "O", "O", "H", "H", "H", "H", "H"],
  "coordinates": [[0.538, 0.537, 1.168], [-1.551, -1.249, -2.412], [-0.512, -2.361, -1.531], [0.059, -3.557, -2.445], [0.837, -1.209, -1.322], [-1.848, -2.851, -0.217], [-3.125, -3.028, -0.727], [-4.122, -3.530, 0.102], [-3.846, -3.852, 1.420], [-2.569, -3.663, 1.933], [-1.582, -3.167, 1.107], [0.026, -2.767, 1.709], [0.207, -3.308, 3.017], [0.915, -3.148, 0.640], [-0.169, -1.268, 1.725], [-1.057, -0.839, -3.134], [-3.344, -2.772, -1.754], [-5.120, -3.666, -0.292], [-4.629, -4.241, 2.058], [-2.327, -3.887, 2.964], [2.352, 3.624, -0.811], [2.377, 3.239, 0.904], [2.445, 4.569, 1.819], [0.865, 2.401, 0.972], [4.036, 2.225, 1.049], [5.034, 2.911, 0.353], [6.344, 2.466, 0.348], [6.685, 1.319, 1.048], [5.709, 0.633, 1.746], [4.390, 1.078, 1.753], [3.318, 0.005, 2.690], [3.300, -1.262, 2.014], [3.779, 0.047, 4.046], [1.959, 0.685, 2.591], [1.759, 2.987, -1.240], [4.777, 3.805, -0.201], [7.094, 3.017, -0.204], [7.705, 0.958, 1.051], [5.956, -0.266, 2.295], [2.434, 0.317, -0.730], [1.346, -0.276, -0.514], [2.942, -0.061, -1.533], [-3.679, -0.062, 0.354], [-3.849, 0.689, -0.751], [-5.149, 0.776, -1.254], [-5.413, 1.518, -2.387], [-4.389, 2.190, -3.050], [-3.102, 2.098, -2.558], [-2.808, 1.358, -1.414], [-1.377, 1.289, -0.994], [-0.475, 1.723, -1.676], [-1.181, 0.667, 0.167], [-2.730, -0.031, 0.584], [-5.933, 0.247, -0.728], [-6.429, 1.574, -2.760], [-4.597, 2.773, -3.937], [-2.278, 2.598, -3.050]]
}